# 1
ORCA calculation (the ωB97M-V functional and the def2-TZVPD basis) on a cluster of 2 separate species, C7H12NO3S in total at a distorted geometry.

## Properties
energy above the lowest of the compared OMol25 structures with the same formula, charge and spin = 24.4 kcal/mol
total energy = -25919.149 eV
charge = -1

Positions of all 24 atoms, in Å:
C  -1.9671  -1.3906  0.7434
C  -2.1549  1.4406  -1.1773
C  -1.7660  1.2518  0.3004
C  -1.5302  0.0658  -1.4680
C  -1.4526  -0.1884  -0.0009
C  1.1734  -0.3796  1.8602
C  3.6001  -0.3536  -0.4011
N  1.0923  0.0524  0.5016
O  -1.3785  -2.2737  1.3214
O  -3.1856  -1.1527  0.5289
O  1.4118  -0.3556  -1.9126
S  1.7772  -0.9226  -0.5928
H  -3.2353  1.4292  -1.3102
H  -1.7214  2.2950  -1.6930
H  -0.8550  1.7835  0.5750
H  -2.5376  1.4215  1.0533
H  -2.1025  -0.6489  -2.0588
H  -0.5122  0.1223  -1.8741
H  2.1967  -0.2577  2.2560
H  0.5077  0.2443  2.4652
H  0.8777  -1.4244  1.9982
H  4.1816  -0.8207  -1.1909
H  3.9607  -0.6652  0.5732
H  3.6196  0.7270  -0.4970

Atoms 1-6, force components in eV/Å:
0.11 0.36 -0.21
-0.17 0.13 -0.10
0.20 0.32 0.54
0.35 -0.23 -0.53
0.05 -0.16 0.34
0.29 -0.35 0.28

***

# 2
ORCA calculation (the ωB97M-V functional and the def2-TZVPD basis) on the ion C7H12NO4S with charge +1 at a distorted geometry.

## Properties
energy above the lowest of the compared OMol25 structures with the same formula, charge and spin = 0.0 kcal/mol
total energy = -27955.369 eV
charge = +1

Positions of all 25 atoms, in Å:
C  -2.5176  -0.0653  2.0122
C  -0.2409  -1.1680  0.7594
C  1.8555  -0.5585  -0.3208
C  0.3265  1.1187  0.0419
C  2.0857  -1.5867  -1.5306
C  -1.1731  1.5682  0.0448
C  0.0808  -0.6840  -1.7357
N  0.3986  -0.3628  -0.2925
O  -3.1456  -0.4022  2.9016
O  -0.8522  1.7192  2.7268
O  -3.0031  2.6323  1.7797
O  0.8314  -1.8120  -2.1581
S  -1.9099  1.7146  1.7208
H  0.0906  -0.9936  1.6963
H  -0.4712  -2.1623  0.5428
H  2.1661  -1.0164  0.5640
H  2.4182  0.3227  -0.4394
H  0.9124  1.6595  -0.5668
H  0.7433  1.1511  1.0127
H  2.8640  -1.1252  -2.2112
H  2.3333  -2.6203  -1.1427
H  -1.2527  2.5612  -0.4492
H  -1.8597  0.8541  -0.5662
H  -0.9684  -1.0197  -2.0246
H  0.2879  0.2754  -2.3652

Atoms 1-6, force components in eV/Å:
0.83 -0.38 -0.95
-1.31 0.69 -2.40
0.90 -3.13 -1.96
-4.77 -2.21 1.80
1.48 -0.68 0.82
-0.29 -0.30 -1.14

***

# 3
ORCA calculation (the ωB97M-V functional and the def2-TZVPD basis) on the ion C7H12NS with charge +1 at a distorted geometry.

## Properties
energy above the lowest of the compared OMol25 structures with the same formula, charge and spin = 77.8 kcal/mol
total energy = -19767.764 eV
charge = +1

Positions of all 21 atoms, in Å:
C  -1.2166  -1.1249  -0.6104
C  -2.1053  -0.2431  -0.0586
C  0.2151  -0.4984  -0.6996
C  1.1327  -0.8113  0.5070
C  -0.0622  0.9418  -0.4128
C  -3.5862  -0.5432  0.1874
C  2.5098  -0.4403  0.4423
N  0.8737  2.0273  -0.3064
S  -1.5787  1.3361  0.3407
H  -1.4971  -2.1518  -0.9517
H  0.7326  -0.7904  -1.6048
H  0.5884  -0.8840  1.4157
H  -4.1100  -1.3113  -0.3993
H  -4.0814  0.2593  -0.3619
H  -3.6761  -0.3613  1.3285
H  2.7130  0.6940  0.6531
H  2.8944  -0.6028  -0.5817
H  3.0534  -0.9077  1.2510
H  1.3587  2.1386  -1.1384
H  1.5696  1.8123  0.3840
H  0.3170  2.8829  -0.1675

Atoms 1-6, force components in eV/Å:
0.15 1.79 0.70
-1.11 -3.98 -1.51
-0.63 -1.40 0.71
-2.47 0.87 -1.44
-0.75 -0.57 0.56
0.65 2.15 0.59

***

# 4
ORCA calculation (the ωB97M-V functional and the def2-TZVPD basis) on the ion C7H12NS2 with charge +1 at a distorted geometry.

## Properties
energy above the lowest of the compared OMol25 structures with the same formula, charge and spin = 20.5 kcal/mol
SMILES = C[N@@+]12CC[C@@H](S)C1=CSC2
total energy = -30605.895 eV
charge = +1

Positions of all 22 atoms, in Å:
C  -0.4538  -0.8433  1.6123
N  0.3504  0.0442  0.7621
C  1.3403  -0.7184  -0.0908
C  0.4244  -1.1745  -1.2780
C  -0.4784  0.0325  -1.6093
S  -2.1173  -0.4747  -2.1289
C  -0.5351  0.7380  -0.2954
C  -1.0550  1.8777  0.0724
S  -0.3291  2.5682  1.5183
C  0.8780  1.1599  1.5613
H  0.2055  -0.9505  2.5419
H  -1.3792  -0.3535  1.9589
H  -0.5927  -1.8107  1.0099
H  1.7688  -1.4648  0.4842
H  1.9820  0.0684  -0.2747
H  0.9262  -1.5254  -2.0829
H  -0.1551  -1.9976  -0.9026
H  -0.0098  0.5272  -2.3832
H  -1.9260  -0.5626  -3.4708
H  -1.6361  2.5192  -0.5865
H  1.0000  0.8832  2.5460
H  1.7920  1.4575  1.0358

Atoms 1-6, force components in eV/Å:
0.55 -1.57 1.09
-1.86 1.14 -1.08
-2.97 0.67 -0.89
-0.42 1.18 3.13
-0.27 -2.47 1.84
-0.87 -0.03 -0.52

***

# 5
ORCA calculation (the ωB97M-V functional and the def2-TZVPD basis) on an isolated molecule of C7H12O.

## Properties
energy above the lowest of the compared OMol25 structures with the same formula, charge and spin = 23.6 kcal/mol
SMILES = C=CC[C@H](O)C(=C)C
total energy = -9499.795 eV

Positions of all 20 atoms, in Å:
C  2.8535  -0.4991  -0.6786
C  2.4040  0.1308  0.3920
C  0.9762  0.3251  0.8113
C  -0.0652  -0.0548  -0.2439
O  0.0129  0.8067  -1.3699
C  -1.5004  0.0049  0.2424
C  -1.8801  0.5044  1.4061
C  -2.4800  -0.5379  -0.7526
H  2.2112  -0.9738  -1.4017
H  3.9093  -0.5832  -0.8738
H  3.1172  0.5686  1.0805
H  0.8375  1.3771  1.0764
H  0.8027  -0.2701  1.7123
H  0.1262  -1.0947  -0.5670
H  0.9412  0.8881  -1.6158
H  -2.9211  0.5253  1.6824
H  -1.1979  0.9103  2.1309
H  -3.5027  -0.3859  -0.4198
H  -2.3326  -0.0376  -1.7077
H  -2.3118  -1.6043  -0.9036

Atoms 1-6, force components in eV/Å:
0.14 -0.08 -0.13
-0.15 0.17 0.24
-0.26 -0.14 -0.29
0.19 -0.11 0.57
0.02 0.13 -0.20
0.16 -0.09 -0.32

***

# 6
ORCA calculation (the ωB97M-V functional and the def2-TZVPD basis) on an isolated molecule of C7H12O at a distorted geometry.

## Properties
energy above the lowest of the compared OMol25 structures with the same formula, charge and spin = 53.6 kcal/mol
SMILES = C=C(O)C(C)=C(C)C
total energy = -9498.494 eV

Positions of all 20 atoms, in Å:
C  0.1060  0.1324  -2.0654
C  0.2931  1.1314  -1.1129
O  0.2945  2.4601  -1.4546
C  0.3467  0.6137  0.1822
C  1.2143  1.1419  1.2873
C  -0.3003  -0.6432  0.1574
C  -1.7816  -0.7860  -0.1042
C  0.2596  -1.7755  0.9831
H  0.7458  -0.7353  -2.0783
H  -0.3711  0.3567  -3.0153
H  0.1368  2.9897  -0.6640
H  2.0052  0.4301  1.5416
H  0.6470  1.3319  2.2032
H  1.7152  2.0637  0.9850
H  -2.3126  -0.8713  0.8530
H  -1.9997  -1.6920  -0.6734
H  -2.1812  0.0677  -0.6470
H  -0.1278  -2.7370  0.6430
H  1.3489  -1.8083  0.9464
H  -0.0388  -1.6707  2.0331

Atoms 1-6, force components in eV/Å:
0.32 0.98 -0.32
-0.74 -0.31 -0.76
-0.01 -0.14 0.06
0.14 -0.97 0.02
0.13 -0.20 0.03
0.21 0.69 1.18

***

# 7
ORCA calculation (the ωB97M-V functional and the def2-TZVPD basis) on a structure of composition C7H12O at a distorted geometry.

## Properties
energy above the lowest of the compared OMol25 structures with the same formula, charge and spin = 219.3 kcal/mol
total energy = -9491.310 eV

Positions of all 20 atoms, in Å:
C  0.4575  0.5150  -2.3180
C  0.7492  -0.0435  0.0958
C  0.2622  1.2698  1.0156
C  -1.3510  0.7224  1.1821
C  -1.2463  -0.7867  0.6882
C  0.1933  -1.3195  0.7984
C  1.4367  -1.3362  0.0080
H  0.7884  -0.5849  -2.9693
H  -0.5487  1.3015  -2.9097
H  1.4088  1.3059  -1.8740
H  0.1994  2.1258  0.2088
H  0.7538  1.4898  1.9005
H  -1.7420  0.8778  2.2050
H  -2.0204  1.3947  0.6180
H  -1.7324  -1.4177  -0.2210
H  -2.1258  -1.4673  1.4176
H  0.7839  -0.9756  1.6865
H  1.6787  -1.6673  -1.0621
H  2.2069  -1.6328  0.5284
O  -0.1522  0.2286  -0.9986

Atoms 1-6, force components in eV/Å:
-0.37 1.83 1.23
-1.54 3.18 0.24
-2.46 -1.60 -4.80
1.98 0.43 -0.71
-4.91 -5.78 1.99
-0.26 3.17 2.00

***

# 8
ORCA calculation (the ωB97M-V functional and the def2-TZVPD basis) on a structure of composition C7H12O2 at a distorted geometry.

## Properties
energy above the lowest of the compared OMol25 structures with the same formula, charge and spin = 143.7 kcal/mol
total energy = -11542.174 eV

Positions of all 21 atoms, in Å:
C  0.6789  2.0956  1.4568
C  0.8393  0.6130  -0.1798
C  1.1377  -0.8935  -0.4411
C  -0.2738  -0.3625  -0.3243
C  -0.9865  -0.7874  1.0554
C  -1.3886  -0.4444  -1.2114
C  -1.4443  -1.1623  -2.2192
H  1.1242  2.8417  0.7493
H  1.0683  2.2812  2.5433
H  -0.6253  2.0825  1.1364
H  1.1271  1.6236  -0.8294
H  1.6155  -0.8307  -1.5214
H  2.5809  -0.9682  0.9563
H  -1.8404  -0.1184  1.4031
H  -0.2696  -1.0051  1.9763
H  -1.3109  -1.7760  0.6498
H  -2.3144  0.2529  -1.1418
H  -2.3445  -0.9748  -2.9520
H  -0.5657  -1.6308  -2.6052
O  1.2134  0.7595  1.1744
O  1.9787  -1.5960  0.3244

Atoms 1-6, force components in eV/Å:
-1.28 -0.74 0.91
1.71 0.26 -0.20
1.38 3.49 -5.80
-0.35 -0.31 4.84
1.44 -0.94 0.88
-1.98 5.08 2.18